[1]
Here is a structure of composition C5H10IrO3 in a non-equilibrium geometry from OMol25. Energies are from ωB97M-V with the def2-TZVPD basis set.

## Properties
- Molecular weight: 310.35 g/mol
- Energy above the lowest of the compared OMol25 structures with the same formula, charge and spin: 0.00 kcal/mol
- Gap between HOMO and LUMO (alpha / beta): 9.74 / 7.77 eV
- Net charge: +1
- F_max: 4.1 eV/Å
- Expectation value of S²: 6.003
- Multiplicity: 5

XYZ file:
```
19
Properties=species:S:1:pos:R:3:nbo_charge:R:1
O 1.00 -0.93 -0.34 -0.4644
Ir -1.29 -2.67 1.39 0.8321
O -1.04 -0.89 0.50 -0.7763
C -0.13 -0.33 -0.09 1.0642
O -0.23 0.85 -0.64 -0.4586
C 2.12 -0.27 -0.97 -0.0755
C 2.81 0.74 -0.07 -0.6489
H 2.80 -1.10 -1.22 0.2221
H 1.77 0.19 -1.90 0.2067
H 3.16 0.26 0.85 0.2286
H 3.69 1.13 -0.60 0.2511
H 2.15 1.58 0.16 0.2207
C -1.47 1.58 -0.60 -0.0798
C -1.48 2.53 0.58 -0.6412
H -1.49 2.13 -1.55 0.2213
H -2.31 0.88 -0.58 0.2030
H -0.64 3.23 0.52 0.2309
H -1.42 1.97 1.53 0.2166
H -2.42 3.10 0.57 0.2475
```



[2]
Here is a structure of composition C13H13Cl5F5MnN3O2PS3Te in a non-equilibrium geometry from OMol25. Energies are from ωB97M-V with the def2-TZVPD basis set.

## Properties
- Molecular weight: 825.23 g/mol
- Gap between HOMO and LUMO (alpha / beta): 5.53 / 5.39 eV
- Net charge: -1
- F_max: 2.1 eV/Å
- Expectation value of S²: 0.833
- Multiplicity: 2

XYZ file:
```
47
Properties=species:S:1:pos:R:3:nbo_charge:R:1
Mn -0.37 -0.57 0.80 0.9094
S 2.40 1.52 3.94 -0.2477
C 1.09 1.50 2.90 -0.6021
S 0.13 0.04 2.82 0.2828
S 0.62 2.82 2.00 -0.1493
Cl -7.04 1.26 -0.98 0.0308
C -5.38 1.16 -0.53 -0.1132
C -4.51 0.33 -1.22 -0.0546
Cl -5.08 -0.61 -2.55 0.0412
C -3.18 0.26 -0.85 -0.1504
Cl -2.07 -0.76 -1.68 0.0861
C -2.66 1.00 0.21 0.3885
O -1.39 0.96 0.54 -0.6454
C -3.55 1.85 0.90 -0.1269
Cl -2.94 2.77 2.21 0.0687
C -4.89 1.92 0.54 -0.0636
Cl -5.96 2.95 1.42 0.0382
C 4.93 0.09 1.04 -0.0529
N 4.33 0.84 -0.15 -0.3864
C 4.58 0.02 -1.41 -0.0425
N 4.04 -1.29 -1.27 -0.4453
C 4.61 -1.96 -0.11 -0.0717
N 4.40 -1.22 1.13 -0.4451
C 2.99 -1.24 1.57 -0.5691
P 1.84 -0.61 0.26 1.1508
C 2.84 1.03 0.06 -0.6067
C 2.57 -1.34 -1.28 -0.5493
H 4.69 0.68 1.92 0.2473
H 6.01 0.07 0.86 0.1927
H 4.79 1.75 -0.24 0.4121
H 5.66 -0.01 -1.54 0.1972
H 4.11 0.55 -2.23 0.2130
H 5.69 -2.09 -0.27 0.1900
H 4.14 -2.94 -0.02 0.2359
H 2.90 -0.61 2.46 0.2713
H 2.70 -2.25 1.84 0.2571
H 2.74 1.65 0.95 0.2720
H 2.46 1.60 -0.80 0.2224
H 2.20 -0.79 -2.15 0.2279
H 2.24 -2.36 -1.38 0.2914
F 1.35 -4.25 -0.60 -0.6614
Te -0.43 -3.62 -0.37 2.5809
F -0.81 -5.11 -1.55 -0.6911
F -1.79 -1.58 1.41 -0.6660
F -0.30 -4.77 1.18 -0.6914
F 0.09 -2.59 -2.01 -0.7332
O 0.72 -2.11 0.62 -1.0423
```



[3]
Here is a cluster of 2 separate species, C3H10O2S2 in total in a non-equilibrium geometry from OMol25. Energies are from ωB97M-V with the def2-TZVPD basis set.

## Properties
- Molecular weight: 142.25 g/mol
- Energy above the lowest of the compared OMol25 structures with the same formula, charge and spin: 13.14 kcal/mol
- Gap between HOMO and LUMO: 9.23 eV
- Net charge: 0
- F_max: 1.5 eV/Å
- Multiplicity: 1

XYZ file:
```
17
Properties=species:S:1:pos:R:3:nbo_charge:R:1
O 1.77 -0.47 -2.51 -0.7226
C 0.58 -1.25 -2.36 -0.0617
C 0.06 -1.25 -0.94 -0.4603
C 0.05 0.13 -0.26 -0.5720
S -1.39 0.35 0.83 0.1055
S -1.00 -0.55 2.57 -0.1443
H 2.31 -0.62 -1.73 0.4606
H 0.87 -2.27 -2.64 0.1647
H -0.19 -0.96 -3.08 0.1831
H 0.68 -1.85 -0.26 0.2008
H -0.90 -1.76 -0.82 0.2277
H 0.14 0.96 -0.96 0.2673
H 0.99 0.35 0.22 0.2315
H -0.27 0.32 3.31 0.1145
O 1.58 2.64 -0.72 -0.9371
H 1.79 3.39 -0.15 0.4702
H 2.40 2.62 -1.25 0.4722
```



[4]
Here is a cluster of 2 separate species, C11H15N in total in a non-equilibrium geometry from OMol25. Energies are from ωB97M-V with the def2-TZVPD basis set.

## Properties
- Molecular weight: 161.25 g/mol
- Energy above the lowest of the compared OMol25 structures with the same formula, charge and spin: 95.47 kcal/mol
- Gap between HOMO and LUMO (alpha / beta): 3.70 / 6.33 eV
- Net charge: -1
- F_max: 9.7 eV/Å
- Expectation value of S²: 0.781
- Multiplicity: 2

XYZ file:
```
27
Properties=species:S:1:pos:R:3:nbo_charge:R:1
C 0.40 -1.80 1.03 -0.6017
C -0.68 -2.14 2.07 -0.6151
H 1.22 -2.32 1.15 0.1756
H -0.03 -1.96 0.07 0.2277
H 0.79 -0.81 1.11 0.2060
H -1.20 -2.92 1.54 0.1972
H -1.30 -1.19 2.13 0.2119
H -0.42 -2.37 3.02 0.1798
C 0.82 2.02 1.52 -0.6304
C 0.53 0.48 -1.67 0.2252
C -0.26 1.10 -0.48 -0.1221
C 0.76 1.81 0.09 -0.1306
C 1.90 1.97 -0.76 -0.2281
C 0.02 -0.53 -2.53 -0.4000
C -1.39 -0.81 -2.09 -0.2994
C -1.49 0.76 -0.15 -0.4168
C -2.02 -0.37 -0.91 -0.2285
N 1.70 1.32 -1.96 -0.5968
H 2.40 0.62 -2.13 0.3611
H 0.47 -1.10 -3.17 0.1772
H 2.74 2.57 -0.51 0.1710
H -1.94 -1.32 -2.76 0.1670
H -2.26 1.19 0.50 0.1981
H -0.09 1.82 2.20 0.1988
H 1.02 3.19 1.54 0.1979
H -3.14 -0.53 -0.80 0.1761
H 1.45 1.33 1.98 0.1988
```



[5]
Here is a structure of composition C12H15Br3N8O3RuS in a non-equilibrium geometry from OMol25. Energies are from ωB97M-V with the def2-TZVPD basis set.

## Properties
- Molecular weight: 692.15 g/mol
- Energy above the lowest of the compared OMol25 structures with the same formula, charge and spin: 23.84 kcal/mol
- Gap between HOMO and LUMO (alpha / beta): 6.28 / 4.15 eV
- Net charge: +3
- F_max: 1.1 eV/Å
- Expectation value of S²: 0.769
- Multiplicity: 2

XYZ file:
```
43
Properties=species:S:1:pos:R:3:nbo_charge:R:1
Ru -0.93 0.76 -0.08 0.5786
Br 0.57 2.12 -1.75 0.2730
C -0.44 3.26 -3.02 -0.5196
Br -2.23 2.71 -3.33 0.1320
H 0.12 3.19 -3.94 0.2653
H -0.43 4.26 -2.60 0.2549
N -1.68 -0.59 1.33 -0.5214
N -3.00 -0.35 1.74 -0.4335
C -3.84 0.25 0.88 0.3223
N -5.12 0.30 1.17 -0.7048
S -3.26 0.95 -0.58 0.0355
H -1.60 -1.53 0.94 0.4263
H -1.03 -0.52 2.12 0.4366
H -3.31 -0.82 2.59 0.4360
H -5.53 -0.15 1.98 0.4389
H -5.76 0.81 0.57 0.4540
N -2.12 -2.58 -4.19 -0.7398
C -1.26 -2.26 -3.22 0.3826
C -1.53 -1.22 -2.29 -0.0461
N -0.64 -0.91 -1.34 -0.4532
C 0.50 -1.61 -1.28 -0.0754
C 0.73 -2.64 -2.18 0.0679
N -0.12 -2.96 -3.13 -0.3664
H -2.98 -2.10 -4.34 0.4147
H -1.87 -3.33 -4.82 0.4403
H -2.45 -0.66 -2.35 0.2246
H 1.23 -1.34 -0.53 0.2281
H 1.65 -3.21 -2.13 0.2374
Br 7.10 0.21 2.53 0.5604
C 5.31 0.28 2.77 -0.1219
C 4.78 0.24 4.10 0.1547
N 3.50 0.32 4.34 -0.3767
C 2.67 0.41 3.29 0.2143
C 3.08 0.41 1.94 -0.1845
C 4.42 0.36 1.67 -0.0971
C 2.11 0.52 0.78 0.7804
O 2.55 0.69 -0.33 -0.6004
O 0.85 0.40 1.09 -0.7969
H 5.46 0.15 4.95 0.2524
H 1.62 0.50 3.53 0.2185
H 4.79 0.39 0.65 0.2855
O -0.90 3.10 1.56 0.0041
N -0.99 2.20 0.91 0.5182
```



[6]
Here is a cluster of 2 separate species, C6H10O2 in total in a non-equilibrium geometry from OMol25. Energies are from ωB97M-V with the def2-TZVPD basis set.

## Properties
- Molecular weight: 114.14 g/mol
- Energy above the lowest of the compared OMol25 structures with the same formula, charge and spin: 83.43 kcal/mol
- Gap between HOMO and LUMO: 8.86 eV
- Net charge: 0
- F_max: 6.7 eV/Å
- Multiplicity: 1

XYZ file:
```
18
Properties=species:S:1:pos:R:3:nbo_charge:R:1
C 1.40 -1.50 0.56 -0.6545
C 2.09 -0.41 -0.27 -0.0119
O 2.13 -0.60 -1.61 -0.6722
C 2.52 0.74 0.21 0.6362
O 2.97 1.67 0.79 -0.4586
H 1.93 -1.67 1.53 0.2307
H 1.53 -2.44 -0.02 0.2376
H 0.38 -1.05 0.73 0.2259
H 1.20 -0.64 -1.92 0.4693
C -0.93 1.72 -0.31 -0.4224
C -1.74 0.62 -0.44 -0.1645
C -2.49 -0.12 0.52 -0.6626
H -0.85 2.03 0.79 0.1802
H -0.38 2.22 -1.02 0.2054
H -1.70 0.18 -1.48 0.1748
H -2.44 0.42 1.46 0.2206
H -2.06 -1.16 0.50 0.2309
H -3.54 -0.01 -0.01 0.2351
```



[7]
Here is the molecule C3H9N3 in a non-equilibrium geometry from OMol25. Energies are from ωB97M-V with the def2-TZVPD basis set.

## Properties
- Molecular weight: 87.13 g/mol
- Energy above the lowest of the compared OMol25 structures with the same formula, charge and spin: 41.90 kcal/mol
- Gap between HOMO and LUMO: 9.73 eV
- Net charge: 0
- F_max: 4.7 eV/Å
- Multiplicity: 1

XYZ file:
```
15
Properties=species:S:1:pos:R:3:nbo_charge:R:1
H -0.80 -0.45 -1.98 0.3420
N -1.59 -0.22 -1.29 -0.7671
C -1.21 -0.32 -0.08 0.5789
N -1.73 0.52 0.85 -0.8312
N -0.16 -1.17 0.36 -0.7006
C 1.16 -0.61 0.33 -0.1924
C 1.29 0.87 -0.22 -0.6812
H -1.81 0.09 1.75 0.4009
H -2.26 1.30 0.43 0.4167
H -0.31 -2.14 0.04 0.3924
H 1.79 -1.26 -0.31 0.1779
H 1.65 -0.67 1.20 0.1815
H 2.29 0.92 -0.74 0.2222
H 1.05 1.69 0.55 0.2221
H 0.64 1.42 -0.89 0.2377
```



[8]
Here is the molecule C4HNO3 in a non-equilibrium geometry from OMol25. Energies are from ωB97M-V with the def2-TZVPD basis set.

## Properties
- Molecular weight: 111.06 g/mol
- Energy above the lowest of the compared OMol25 structures with the same formula, charge and spin: 70.78 kcal/mol
- Gap between HOMO and LUMO: 7.76 eV
- Net charge: 0
- F_max: 8.7 eV/Å
- Multiplicity: 1

XYZ file:
```
9
Properties=species:S:1:pos:R:3:nbo_charge:R:1
O -2.44 -0.31 -0.25 -0.3957
C -1.27 -0.02 -0.03 0.4374
C -0.58 1.45 0.25 0.0836
N 0.64 1.61 0.14 -0.4062
C 1.14 0.33 -0.16 0.5348
O 2.33 -0.24 -0.22 -0.4403
C 0.00 -0.77 -0.13 0.3264
O 0.23 -1.92 0.37 -0.3692
H -1.09 2.52 0.27 0.2292
```